Entry 1:
Entry from the Open Molecules 2025 dataset: a single H3P5 molecule in a non-equilibrium geometry (ωB97M-V/def2-TZVPD).

Each line ends with the natural charge from an NBO analysis.
Cartesian coordinates (Å):
P: 0.8665 -0.1447 2.2129  0.0421
P: -1.1983 -0.3791 1.8128  -0.2541
P: 2.2141 -0.1359 0.6848  -0.1542
P: -0.9030 -0.1533 -0.2782  0.3161
P: 0.9611 -0.8343 -1.0868  0.0017
H: -0.8822 1.2067 -0.4604  -0.0293
H: -1.9671 -0.1081 -1.2206  0.0491
H: 0.9088 0.5488 -1.6644  0.0285

Summary:
**Gap between HOMO and LUMO**: 7.039 eV
**SMILES string**: P1#P=[PH2][PH]#P=1
**DFT total energy**: -46490.4490 eV
**Net charge**: 0
**E_HOMO**: -7.68 eV

Entry 2:
Entry from the Open Molecules 2025 dataset: 2 unconnected molecules or ions with the total composition C6H11NO4 in a non-equilibrium geometry (ωB97M-V/def2-TZVPD).

Each line ends with the natural charge from an NBO analysis.
Cartesian coordinates (Å):
C: 1.1916 -1.7983 0.8464  -0.3920
C: 0.4924 -0.7337 1.7052  -0.4053
C: 0.3045 0.5862 1.0230  -0.4402
C: -0.0319 0.5581 -0.5165  0.0716
C: 0.4900 -0.7711 -1.3487  0.1583
C: 0.5556 -2.0382 -0.5299  -0.4237
O: -0.3329 -0.9520 -2.4310  -0.7008
O: 0.5465 1.4384 -1.2489  -0.3762
O: -2.9555 4.1363 1.0904  -0.2605
N: -2.8384 3.9041 -0.1106  0.5051
O: -2.9950 4.6408 -1.0642  -0.2432
H: 2.2322 -1.4683 0.6832  0.1962
H: 1.2030 -2.7605 1.3743  0.2167
H: -0.4556 -1.1228 2.0830  0.1986
H: 1.1224 -0.5483 2.5757  0.2150
H: -0.4965 1.1699 1.4857  0.2153
H: 1.2205 1.1803 1.1212  0.2115
H: -1.1427 0.5208 -0.6059  0.1618
H: 1.5135 -0.6105 -1.7062  0.1718
H: 1.2205 -2.7237 -1.0851  0.2219
H: -0.4321 -2.5222 -0.4515  0.2131
H: -0.4121 -0.0854 -2.8898  0.4850

Summary:
**Gap between HOMO and LUMO (spin up / spin down)**: 8.244 / 7.288 eV
**DFT total energy**: -16074.3906 eV
**Net charge**: 0
**E_HOMO (spin up / spin down)**: -9.57 / -9.64 eV

Entry 3:
Entry from the Open Molecules 2025 dataset: a single C21H31NO3 molecule (ωB97M-V/def2-TZVPD).

Each line ends with the natural charge from an NBO analysis.
Cartesian coordinates (Å):
C: 5.7525 -0.7200 -0.7493  -0.6339
C: 4.7341 -1.4957 0.0736  -0.0744
H: 4.9820 -1.4325 1.1383  0.1994
H: 4.6888 -2.5414 -0.2380  0.1891
O: 3.4136 -0.9904 -0.1254  -0.5212
C: 3.0499 0.0665 0.6049  0.8261
O: 3.7642 0.5850 1.4243  -0.6152
C: 1.6572 0.5690 0.2239  -0.1463
C: 0.7058 -0.6004 -0.0448  -0.4022
C: 0.4070 -1.3623 1.2401  -0.2172
N: -0.2063 -0.4500 2.1810  -0.4582
C: 0.7516 0.5554 2.5850  -0.2170
C: 1.1110 1.4201 1.3764  -0.3963
H: 1.8580 2.1590 1.6698  0.2285
H: 0.2076 1.9369 1.0540  0.2041
H: 0.2997 1.1865 3.3552  0.2015
H: 1.6691 0.1082 3.0072  0.1720
C: -0.8730 -1.1244 3.2792  -0.2489
C: -2.0444 -1.9435 2.8038  -0.2240
C: -2.9987 -1.5469 1.9693  0.0419
C: -3.0701 -0.1843 1.3508  -0.6578
H: -3.0945 -0.2667 0.2640  0.2190
H: -3.9880 0.3146 1.6622  0.2090
H: -2.2145 0.4155 1.6375  0.2394
C: -4.1173 -2.4643 1.5702  -0.6298
H: -4.0309 -3.4339 2.0539  0.2106
H: -5.0775 -2.0246 1.8385  0.2107
H: -4.1133 -2.6100 0.4901  0.2107
H: -2.0885 -2.9480 3.2049  0.1942
H: -0.1787 -1.7770 3.8388  0.1701
H: -1.2270 -0.3523 3.9724  0.2045
H: -0.2987 -2.1690 1.0314  0.2176
H: 1.3339 -1.8079 1.6497  0.1563
H: 1.1325 -1.2647 -0.7950  0.2258
H: -0.2405 -0.2137 -0.4158  0.2170
C: 1.9025 1.4121 -1.0505  -0.3947
C: 0.6509 2.0156 -1.6918  -0.0718
O: -0.0274 1.0144 -2.4241  -0.5270
C: -1.3888 1.0288 -2.4762  0.3878
C: -2.1830 2.1458 -2.2409  -0.3270
C: -3.5623 2.0375 -2.3098  -0.1860
C: -4.1635 0.8317 -2.6185  -0.2468
C: -3.3724 -0.2781 -2.8732  -0.1929
C: -1.9982 -0.1844 -2.8017  -0.2883
H: -1.3676 -1.0392 -2.9896  0.2243
H: -3.8306 -1.2243 -3.1210  0.2148
H: -5.2391 0.7564 -2.6660  0.2141
H: -4.1687 2.9115 -2.1223  0.2138
H: -1.7393 3.1044 -2.0187  0.2187
H: 0.9530 2.8206 -2.3767  0.1841
H: -0.0018 2.4425 -0.9251  0.1814
H: 2.5841 2.2278 -0.7988  0.2170
H: 2.3814 0.7780 -1.7991  0.2249
H: 6.7359 -1.1646 -0.6269  0.2170
H: 5.4805 -0.7417 -1.8019  0.2095
H: 5.7887 0.3136 -0.4139  0.2220

Summary:
**Gap between HOMO and LUMO**: 9.111 eV
**SMILES string**: CCOC(=O)C1(CCOc2ccccc2)CCN(CC=C(C)C)CC1
**DFT total energy**: -29912.6149 eV
**Net charge**: 0
**E_HOMO**: -8.29 eV

Entry 4:
Entry from the Open Molecules 2025 dataset: a gas-phase ion, C5H3Cl2O3 (charge -1) in a non-equilibrium geometry (ωB97M-V/def2-TZVPD).

Each line ends with the natural charge from an NBO analysis.
Cartesian coordinates (Å):
C: -2.6281 0.4384 -0.0990  -0.4185
C: -2.7372 1.7222 -0.1248  0.7154
C: -1.4517 -0.4199 -0.0851  0.5599
C: 0.0986 1.2923 0.3595  -0.5860
C: -0.2087 0.1991 -0.6145  -0.0622
O: -2.9706 2.8716 -0.2329  -0.4789
O: -1.4011 -1.5805 0.3137  -0.6013
O: 0.7354 -0.8603 -0.6673  -0.7771
Cl: -4.1973 -0.4411 0.1533  -0.0831
Cl: 1.4356 2.3010 0.0994  -0.0930
H: 0.2572 0.6991 1.2522  0.1534
H: -0.3070 0.5826 -1.6461  0.1863
H: 0.4662 -1.6368 -0.0636  0.4849

Summary:
**Gap between HOMO and LUMO (spin up / spin down)**: 5.926 / 5.918 eV
**DFT total energy**: -36419.4293 eV
**Net charge**: -1
**E_HOMO (spin up / spin down)**: -2.79 / -2.78 eV

ΔE to the lowest compared entry with this formula, charge and spin values (in eV) by entry order: 0.1687, 7.1779, 0.9306, 1.1230.